[1]
Density functional theory data (ωB97M-V/def2-TZVPD) for a structure of composition C40H39IrO2P2.

Multiplicity: 6
⟨S²⟩: 8.7954
Total charge: +3
Frontier orbital gap (spin up / spin down) in eV: 6.060 / 3.658
Total energy in a.u.: -2483.97266
LUMO (spin up / spin down) in eV: -8.411 / -12.711

Last column: Mulliken charge in e.
Element x y z (Å)
Ir1 -0.415 -0.456 -0.156  1.74
P1 -1.486 1.576 -0.475  1.37
P2 1.599 -1.516 0.290  0.75
O1 -0.745 -0.061 2.794  -0.58
O2 -0.642 -1.120 -2.076  -0.47
C1 1.394 -4.345 0.164  -0.42
C2 -3.169 2.419 -2.589  -0.25
C3 -1.489 -3.394 -1.878  -1.10
C4 0.499 4.297 1.887  -0.76
C5 -0.859 4.316 -0.557  -0.58
C6 1.163 -3.185 0.919  0.54
C7 2.795 -1.764 -1.064  0.56
C8 4.230 -1.266 3.450  -0.72
C9 -0.418 5.514 0.011  -0.75
C10 -3.132 1.513 0.335  0.08
C11 0.249 5.508 1.239  -0.72
C12 -0.677 -0.274 1.642  0.42
C13 -1.919 1.898 -2.220  0.02
C14 3.380 -1.766 2.461  -0.19
C15 -5.305 0.446 0.492  -0.79
C16 -1.246 1.913 -4.551  -0.41
C17 4.633 -2.480 -3.067  -0.79
C18 -0.968 1.632 -3.215  0.21
C19 2.792 0.501 1.814  -0.33
C20 -2.498 2.410 -4.919  -0.57
C21 2.343 -2.130 -2.348  0.00
C22 2.639 -0.886 1.652  0.21
C23 3.628 0.994 2.821  -0.69
C24 -1.988 -1.922 -3.857  -1.41
C25 3.259 -2.525 -3.327  -0.49
C26 0.130 -4.529 2.658  -0.79
C27 0.351 -5.683 1.902  -0.63
C28 5.087 -2.002 -1.834  -0.48
C29 1.008 -5.590 0.670  -0.69
C30 4.178 -1.625 -0.844  -0.63
C31 -4.763 2.311 1.938  -0.72
C32 -5.674 1.348 1.494  -0.60
C33 -3.465 2.639 -3.936  -0.57
C34 -3.489 2.395 1.368  -0.54
C35 -1.733 -1.967 -2.352  0.94
C36 -0.699 3.105 0.137  0.55
C37 -4.032 0.521 -0.079  0.02
C38 0.555 -3.290 2.179  -0.29
C39 0.018 3.102 1.348  0.00
C40 4.351 0.115 3.632  -0.68
H1 -1.344 -3.420 -0.792  0.20
H2 -5.041 3.007 2.731  0.45
H3 -3.728 -0.200 -0.843  0.21
H4 6.153 -1.920 -1.631  0.50
H5 1.276 -2.075 -2.582  0.37
H6 -0.016 1.184 -2.938  -0.27
H7 -6.674 1.293 1.929  0.43
H8 2.141 1.215 -2.311  -0.10
H9 -0.593 -3.801 -2.364  0.27
H10 -6.004 -0.317 0.144  0.46
H11 4.798 -1.963 4.067  0.47
H12 1.223 -6.490 0.092  0.45
H13 -1.067 -2.184 -4.391  0.29
H14 3.296 -2.845 2.320  0.48
H15 0.403 -2.398 2.792  0.32
H16 -2.625 -1.581 -1.820  -0.22
H17 -0.370 -4.589 3.626  0.45
H18 -3.918 2.638 -1.827  0.54
H19 2.883 -2.868 -4.292  0.52
H20 -1.343 4.322 -1.534  0.38
H21 -0.471 1.741 -5.299  0.47
H22 1.876 -4.270 -0.813  0.41
H23 -2.350 -4.021 -2.142  0.53
H24 2.256 1.186 1.152  0.50
H25 0.581 6.445 1.689  0.43
H26 5.015 0.502 4.406  0.43
H27 -2.777 -2.628 -4.140  0.44
H28 0.014 -6.653 2.273  0.43
H29 -0.602 6.454 -0.510  0.45
H30 2.108 0.921 -3.004  0.11
H31 4.545 -1.237 0.105  0.46
H32 -2.719 2.605 -5.970  0.46
H33 -2.780 3.144 1.724  0.39
H34 3.720 2.072 2.963  0.46
H35 0.195 2.162 1.874  0.39
H36 -2.281 -0.908 -4.146  0.23
H37 5.345 -2.807 -3.828  0.45
H38 1.057 4.271 2.825  0.48
H39 -4.452 3.010 -4.209  0.50

Forces on the atoms, in the same order (eV/Å):
0.513 0.170 -2.506
-1.081 1.846 0.460
1.527 -0.715 1.486
0.316 -0.356 -3.446
0.260 0.064 0.800
-0.154 0.067 0.245
0.919 -0.592 1.256
0.192 0.018 0.087
-0.099 -0.260 -0.056
-0.076 0.023 0.136
-0.017 -0.252 -0.542
1.090 0.064 0.586
-0.125 0.031 -0.247
0.028 -0.197 -0.004
0.304 -0.056 0.201
-0.081 -0.104 -0.149
-1.293 -0.135 6.010
-1.863 0.704 0.613
-0.029 0.003 0.053
0.265 0.004 -0.180
-0.789 0.524 -1.422
-0.982 -0.370 -1.184
0.751 -0.524 -0.245
0.052 -0.201 0.231
1.883 -0.677 -0.848
-0.681 0.338 0.937
0.140 0.454 -0.128
-0.057 0.025 -0.197
0.012 -0.024 0.185
2.192 -0.490 -1.065
0.142 0.181 -0.123
0.094 0.116 -0.141
1.005 -0.212 -1.058
0.051 0.076 -0.146
-2.480 0.369 1.200
0.119 -0.043 -0.082
0.138 0.008 -0.088
-0.691 0.301 0.315
-0.024 -0.065 -0.093
-1.173 -0.267 -0.652
0.373 0.169 -0.141
-0.222 -0.121 0.166
-0.286 0.092 0.063
-0.029 -0.088 -0.095
-0.107 -0.074 -0.074
-0.032 -0.070 -0.098
0.071 -0.216 -0.241
-0.236 0.234 0.168
-0.149 -0.106 -0.073
0.194 -0.023 0.125
-0.189 0.213 -0.036
0.352 0.033 -0.110
0.013 -0.150 -0.305
-0.157 -0.039 0.055
0.190 0.231 0.160
-0.171 0.257 -0.162
-0.128 0.259 0.188
-0.171 -0.010 0.025
-0.001 0.308 0.099
0.031 -0.322 -0.147
0.225 -0.225 -0.225
0.191 0.010 -0.288
0.210 -0.100 -0.220
0.220 0.080 0.214
0.021 0.150 0.308
-0.336 0.033 0.140
-0.092 -0.197 0.230
0.241 0.129 0.101
0.126 -0.094 0.232
-0.071 -0.266 -0.170
-0.226 -0.082 -0.218
0.153 0.224 -0.006
0.167 0.317 -0.133
0.102 -0.249 0.123
0.101 0.131 0.308
-0.121 -0.146 -0.192
0.047 -0.023 0.326
-0.250 -0.159 -0.114
0.020 -0.344 -0.042
-0.075 0.343 -0.036
-0.023 -0.127 -0.095
-0.244 0.144 0.262
-0.230 0.060 -0.274
0.198 -0.028 0.003


[2]
Density functional theory data (ωB97M-V/def2-TZVPD) for a structure of composition C30H28BrF9N2SSc.

Multiplicity: 1
Total charge: -1
Frontier orbital gap in eV: 7.603
Total energy in a.u.: -5901.25465
LUMO in eV: 2.395
Energy above the lowest of the compared OMol25 structures with the same formula, charge and spin in kcal/mol: 4.70

Last column: Mulliken charge in e.
Element x y z (Å)
Br1 3.383 1.641 -6.462  -0.26
Sc1 0.485 -0.286 -0.463  -0.61
S1 2.764 0.321 1.150  -0.43
F1 -1.347 2.216 3.423  -0.37
F2 -1.059 1.616 -0.986  -0.20
F3 -0.052 1.038 1.354  0.36
F4 2.721 2.490 5.769  -0.31
F5 -4.124 -1.873 -2.033  -0.35
F6 -5.491 -0.186 -3.503  -0.34
F7 -2.538 3.315 -2.500  -0.32
F8 4.012 1.361 3.707  -0.35
F9 0.050 2.937 5.671  -0.33
N1 -0.501 -1.761 1.662  1.45
N2 -1.644 -0.920 -0.657  0.87
C1 -2.482 -0.201 -1.422  -0.05
C2 2.600 -4.505 -1.603  2.01
C3 2.840 -5.331 -0.332  -1.63
C4 2.639 1.327 -2.383  -0.21
C5 3.937 -4.227 -2.302  -1.70
C6 1.958 -3.234 -1.234  0.51
C7 0.649 1.412 2.456  -0.49
C8 1.389 0.704 -2.269  0.49
C9 3.231 1.628 -3.605  -0.69
C10 -2.911 2.031 -2.387  0.05
C11 2.564 1.290 -4.767  0.21
C12 0.672 2.371 4.630  0.58
C13 -3.676 -0.597 -2.086  0.30
C14 -2.064 -2.240 -0.211  -1.30
C15 -0.029 2.005 3.496  -0.37
C16 0.756 0.415 -3.490  0.00
C17 0.686 -2.208 2.389  -0.33
C18 -2.548 -1.889 3.204  -1.53
C19 -1.059 -2.798 0.801  -0.89
C20 -4.398 0.278 -2.869  0.17
C21 -2.177 1.169 -1.620  0.13
C22 1.320 0.691 -4.730  -0.94
C23 0.540 -3.393 3.353  -1.61
C24 -4.053 1.604 -3.042  -0.56
C25 2.040 2.138 4.671  0.19
C26 -1.488 -1.052 2.476  -0.51
C27 1.407 -2.194 -0.924  -0.53
C28 1.671 -5.271 -2.557  -1.58
C29 2.695 1.549 3.611  0.21
C30 2.016 1.130 2.454  0.54
H1 -0.036 -3.128 4.241  0.31
H2 -2.003 -0.339 1.826  0.21
H3 0.705 -5.454 -2.085  0.34
H4 -3.161 -1.219 3.809  0.50
H5 2.117 -6.229 -2.838  0.41
H6 -2.115 -2.965 -1.029  0.57
H7 4.409 -5.165 -2.608  0.41
H8 3.505 -4.793 0.344  0.37
H9 0.074 -4.253 2.870  0.29
H10 4.198 2.113 -3.646  0.42
H11 -0.233 -0.042 -3.491  0.28
H12 -4.637 2.269 -3.659  0.48
H13 -3.063 -2.173 0.231  0.47
H14 -3.207 -2.403 2.505  0.26
H15 -0.939 -0.473 3.222  0.26
H16 -2.100 -2.632 3.864  0.19
H17 1.437 -2.466 1.638  0.30
H18 4.613 -3.696 -1.631  0.36
H19 3.187 1.602 -1.487  0.28
H20 1.899 -5.512 0.190  0.27
H21 1.499 -4.686 -3.461  0.37
H22 -0.214 -3.210 0.249  0.06
H23 3.297 -6.294 -0.578  0.44
H24 3.778 -3.610 -3.187  0.37
H25 -1.545 -3.615 1.353  0.50
H26 0.799 0.438 -5.645  0.41
H27 1.537 -3.690 3.683  0.48
H28 1.064 -1.353 2.956  0.07

Forces on the atoms, in the same order (eV/Å):
-0.046 0.012 0.089
-0.025 0.108 0.748
-0.155 -0.341 -0.823
-0.071 0.018 0.009
0.030 0.093 0.020
-0.353 0.450 -0.011
0.038 0.044 0.048
0.079 -0.090 0.057
-0.054 -0.106 0.018
0.132 0.038 0.058
0.118 -0.033 0.079
-0.071 0.053 0.063
0.113 0.035 -0.090
0.670 0.099 -0.308
-0.446 0.265 -0.273
-0.037 -0.011 0.003
0.024 0.024 -0.009
-0.041 0.069 0.139
-0.034 0.000 0.015
0.043 -0.015 -0.044
0.571 -0.141 0.033
-0.027 -0.208 -0.178
-0.016 0.027 0.013
-0.163 0.033 -0.086
0.058 -0.005 -0.142
0.154 -0.094 -0.141
0.279 -0.001 0.088
0.213 0.101 0.140
-0.062 0.087 0.023
-0.074 0.085 0.195
0.165 -0.298 0.238
0.196 0.014 -0.037
-0.142 -0.030 -0.185
-0.027 0.306 -0.026
0.016 -0.292 0.050
-0.073 -0.006 -0.030
-0.058 0.185 -0.067
0.000 -0.099 0.007
-0.059 0.052 0.098
-0.268 -0.062 0.070
0.256 -0.144 -0.273
0.028 0.030 -0.007
-0.301 -0.101 -0.260
-0.250 0.405 0.520
-0.024 -0.065 0.000
-0.002 -0.034 0.064
0.002 -0.026 0.006
-0.027 -0.017 0.010
-0.001 -0.009 0.012
-0.100 0.013 -0.021
0.000 -0.015 0.013
-0.002 -0.008 0.018
-0.004 -0.035 0.032
0.012 -0.018 -0.030
0.037 -0.085 -0.032
-0.006 -0.001 -0.004
-0.066 -0.060 0.052
-0.022 -0.031 -0.005
-0.018 -0.028 -0.054
-0.057 -0.003 -0.005
-0.031 0.089 0.087
0.008 0.019 -0.020
0.000 -0.077 0.025
-0.007 -0.025 -0.002
-0.011 -0.012 -0.006
-0.124 -0.124 0.117
-0.007 -0.004 -0.014
0.022 0.012 0.004
0.017 0.048 0.070
0.030 0.015 -0.023
-0.010 -0.038 0.015
0.058 -0.037 -0.138


[3]
Density functional theory data (ωB97M-V/def2-TZVPD) for a structure of composition C28H35N9O2RuS2.

Multiplicity: 1
Total charge: +2
Frontier orbital gap in eV: 7.527
Total energy in a.u.: -2622.15126
LUMO in eV: -4.806
Energy above the lowest of the compared OMol25 structures with the same formula, charge and spin in kcal/mol: 4.25

Last column: Mulliken charge in e.
Element x y z (Å)
Ru1 -0.041 -0.183 0.978  -0.35
S1 1.347 -2.442 -0.205  1.63
S2 -1.215 0.699 -0.841  0.88
O1 -0.035 -2.662 0.279  -0.95
O2 2.400 -2.995 0.606  -0.75
N1 -2.403 0.455 4.598  -0.44
N2 -2.378 -1.577 -1.218  -0.16
N3 -0.321 -0.448 4.345  -0.08
N4 1.380 -0.861 -0.315  0.70
N5 1.182 1.446 0.922  0.72
N6 -1.461 0.366 2.461  -0.08
N7 1.626 -1.652 4.659  0.11
N8 1.073 -0.914 2.523  0.23
N9 -3.458 0.147 -2.291  0.01
C1 1.683 -4.199 -4.345  -0.49
C2 3.353 2.197 0.127  0.62
C3 1.387 -1.636 6.098  -1.06
C4 0.821 -1.014 3.787  0.29
C5 -2.233 3.321 -3.083  0.09
C6 1.134 -2.933 -4.180  -0.78
C7 -1.410 0.126 3.728  0.57
C8 2.832 -2.297 4.139  -0.95
C9 1.492 -3.112 -1.824  0.25
C10 -2.501 -0.295 -1.512  0.46
C11 1.031 2.588 1.558  -0.36
C12 -4.856 3.716 -2.246  -0.67
C13 -4.503 3.953 -3.568  -0.50
C14 4.679 0.670 -1.173  -0.97
C15 -2.587 3.070 -1.760  -0.62
C16 2.338 1.224 0.202  -0.22
C17 -4.442 -0.725 -2.926  -1.19
C18 -1.559 2.584 -0.785  -0.88
C19 -3.192 3.757 -3.986  -0.75
C20 3.137 3.422 0.801  -0.68
C21 1.988 3.615 1.512  -1.16
C22 2.052 -4.373 -1.976  -0.40
C23 3.665 -0.305 -1.106  -0.73
C24 2.140 -4.917 -3.249  -0.74
C25 -3.899 3.276 -1.342  0.24
C26 1.034 -2.381 -2.914  -0.34
C27 4.535 1.897 -0.586  -0.96
C28 2.493 -0.040 -0.439  0.54
H1 5.320 2.639 -0.646  0.44
H2 2.420 -4.910 -1.112  0.47
H3 -2.914 3.953 -5.013  0.44
H4 -3.273 0.801 4.231  0.20
H5 1.355 -0.618 6.495  0.42
H6 -1.578 -1.920 -0.676  0.03
H7 -1.828 2.710 0.257  0.54
H8 1.804 4.534 2.051  0.46
H9 0.631 -1.386 -2.766  0.36
H10 -3.495 1.138 -2.482  0.00
H11 -5.247 4.304 -4.271  0.43
H12 3.285 -2.877 4.936  0.31
H13 3.559 -1.559 3.790  0.34
H14 3.811 -1.265 -1.583  0.57
H15 1.925 -1.391 2.251  -0.23
H16 -3.950 -1.457 -3.569  0.40
H17 -4.173 3.096 -0.308  0.36
H18 2.589 -2.977 3.323  0.36
H19 -0.385 -0.513 5.346  0.17
H20 3.897 4.192 0.755  0.47
H21 0.473 -2.174 6.364  0.37
H22 -2.367 0.732 2.194  -0.03
H23 -1.209 3.173 -3.407  0.42
H24 -2.463 0.013 5.500  0.18
H25 -5.873 3.883 -1.917  0.43
H26 -2.993 -2.262 -1.630  0.27
H27 2.575 -5.897 -3.385  0.43
H28 2.211 -2.142 6.589  0.28
H29 -5.091 -0.109 -3.540  0.35
H30 1.764 -4.624 -5.336  0.42
H31 5.590 0.435 -1.706  0.43
H32 0.798 -2.372 -5.043  0.46
H33 -0.549 2.824 -1.103  0.47
H34 -5.052 -1.234 -2.179  0.38
H35 0.121 2.694 2.135  0.53

Forces on the atoms, in the same order (eV/Å):
-0.152 0.390 0.548
-0.015 -0.092 -0.004
0.474 0.068 -0.406
-0.115 0.074 -0.174
-0.074 -0.043 0.017
0.026 0.011 -0.008
0.045 -0.051 -0.006
-0.005 -0.026 0.002
-0.104 0.044 -0.258
-0.026 -0.010 0.042
0.044 -0.088 -0.121
-0.010 0.021 -0.024
0.103 -0.088 -0.140
-0.043 0.039 -0.069
-0.009 0.009 -0.007
-0.045 -0.023 0.008
-0.008 -0.010 0.003
0.031 0.043 0.079
-0.046 -0.030 -0.063
0.003 -0.009 -0.008
-0.004 0.008 0.025
0.000 -0.002 -0.001
-0.004 -0.005 0.025
-0.101 0.049 0.317
0.018 -0.007 0.006
0.018 -0.027 0.045
0.021 -0.015 -0.008
0.017 0.029 0.006
0.192 0.049 0.301
0.005 0.002 0.003
-0.027 -0.001 -0.011
-0.533 -1.610 -0.765
0.004 -0.018 0.007
0.018 0.011 -0.006
-0.018 -0.025 0.013
0.013 -0.013 0.002
-0.035 -0.011 0.002
0.000 -0.001 0.018
-0.091 0.027 -0.066
-0.017 0.000 0.014
0.016 -0.026 -0.015
0.074 0.082 0.092
0.000 -0.001 -0.001
0.000 -0.001 -0.003
-0.001 0.009 0.000
0.001 0.009 0.001
0.004 -0.001 0.001
-0.014 -0.053 0.013
0.293 0.524 0.041
-0.003 -0.001 -0.002
0.007 0.008 -0.003
0.003 0.069 0.016
0.002 -0.002 0.000
0.003 0.004 0.001
-0.002 0.000 -0.004
-0.002 -0.003 0.001
-0.009 -0.015 0.007
-0.001 0.007 -0.007
0.004 0.016 0.004
0.000 -0.001 -0.001
0.005 0.015 0.001
0.000 -0.001 -0.003
0.000 0.003 0.000
0.003 0.020 0.016
0.005 0.013 0.002
-0.006 -0.008 -0.005
0.000 0.008 -0.002
0.046 -0.018 -0.037
0.001 0.001 0.001
-0.002 -0.003 0.000
0.000 -0.004 0.002
-0.002 0.002 0.000
-0.001 0.001 0.000
0.001 0.001 0.001
0.024 0.666 0.542
0.009 0.002 0.004
-0.009 0.010 -0.004


Question: Which formula does entry 3 have?
Answer: C28H35N9O2RuS2


Question: Number 1 is which compound?
Answer: C40H39IrO2P2


Question: What is the total charge in the third record?
Answer: +2